1.
# C19H17Cl2

A structure of composition C19H17Cl2 in a non-equilibrium geometry (ωB97M-V with the def2-TZVPD basis set, OMol25).

## Properties
**Kohn-Sham gap**: 0.228 hartree
**Lowest unoccupied orbital energy**: -5.61 eV
**Net charge**: +1
**ΔE to the lowest compared entry with this formula, charge and spin**: 38.1 kcal/mol
**Spin multiplicity**: 1
**E_tot**: -1654.235121 Ha

Last column: Löwdin charge in e.
Geometry (Å):
1 Cl 2.7811 -1.4902 4.9365  0.749
2 C 2.4333 -0.4937 3.5904  -0.657
3 C 3.4124 -0.2729 2.6094  -0.069
4 C 3.1330 0.5779 1.5411  -0.002
5 C 1.9050 1.2714 1.4647  -0.201
6 C 1.7617 2.4165 0.5166  0.011
7 C 0.5936 2.5222 -0.4042  -0.192
8 C 0.8098 3.0381 -1.7037  -0.006
9 C -0.2445 3.5230 -2.4751  -0.071
10 C -1.5485 3.4853 -1.9579  -0.655
11 Cl -2.8318 4.2130 -2.8235  0.755
12 C -1.7975 2.8679 -0.7261  -0.062
13 C -0.7374 2.3130 -0.0003  0.008
14 C 0.9388 1.0273 2.4493  -0.013
15 C 1.1820 0.1262 3.4908  -0.065
16 H 4.3813 -0.7561 2.7007  0.118
17 H 3.8819 0.7364 0.7626  0.128
18 H 2.6838 2.5405 -0.0587  0.140
19 H 1.8262 3.0687 -2.1001  0.130
20 H -0.0669 3.9568 -3.4558  0.118
21 H -2.8129 2.8286 -0.3384  0.119
22 H -0.9650 1.7311 0.8865  0.102
23 H 0.0010 1.5778 2.4450  0.108
24 H 0.4183 -0.0642 4.2392  0.118
25 C 2.9553 4.5622 2.9017  -0.149
26 C 3.7591 5.8775 3.1361  -0.159
27 C 3.2053 7.0623 2.4211  -0.058
28 C 2.3493 6.9405 1.3753  -0.075
29 C 1.8769 5.6360 0.9493  -0.040
30 C 2.1758 4.5125 1.6362  -0.053
31 H 3.6545 3.7094 2.9469  0.122
32 H 2.2784 4.4475 3.7703  0.130
33 H 3.7983 6.0816 4.2156  0.124
34 H 4.7985 5.6957 2.8195  0.126
35 H 3.5608 8.0398 2.7556  0.119
36 H 2.0039 7.8082 0.8092  0.113
37 H 1.2597 5.6114 0.0432  0.121
38 H 1.6912 3.5012 1.3488  0.067


2.
# C4H16AlBBeCl4F7KN4O11P3S2

A structure of composition C4H16AlBBeCl4F7KN4O11P3S2 in a non-equilibrium geometry (ωB97M-V with the def2-TZVPD basis set, OMol25).

## Properties
**Kohn-Sham gap**: 0.043 hartree
**Lowest unoccupied orbital energy**: -7.65 eV
**Net charge**: +1
**Spin multiplicity**: 1
**E_tot**: -6450.087675 Ha

Last column: Löwdin charge in e.
Geometry (Å):
1 N -3.3871 0.3858 -3.1624  0.114
2 C -2.2384 -0.2142 -3.2668  -0.204
3 C -1.4880 -0.5741 -1.8216  -0.401
4 P -1.1025 1.1172 -1.0007  0.799
5 P 0.4056 1.0504 0.5782  0.466
6 N 1.8592 0.6792 -0.0177  -0.166
7 O 0.4723 2.5804 1.2298  -0.130
8 O -0.0285 -0.0215 1.7896  -0.136
9 H -3.6675 0.5414 -2.1575  -0.177
10 H -1.7299 -0.4579 -4.2613  0.141
11 H -2.2376 -1.1766 -1.2424  0.016
12 H -0.5401 -1.2236 -2.0327  0.110
13 H -0.6361 1.9792 -2.0682  -0.004
14 H -2.3521 1.5892 -0.4232  -0.131
15 H 2.1508 -0.1674 0.4862  0.026
16 H 0.1388 2.4974 2.1559  0.095
17 H -0.9166 -0.3958 1.6359  0.050
18 N -0.9480 -1.2664 5.3805  -0.255
19 S -2.2482 -0.3784 5.3459  0.515
20 O -3.2977 -0.7125 6.2710  -0.271
21 O -2.6715 0.1351 4.0663  -0.309
22 F -1.6682 0.9564 5.9949  -0.151
23 S -1.2008 -2.7140 4.8414  0.495
24 O -0.1427 -3.6356 5.1556  -0.279
25 O -1.7555 -2.8513 3.5115  -0.339
26 F -2.3898 -3.2670 5.7788  -0.240
27 Al -3.7391 0.2729 -0.3304  0.986
28 F -0.1325 0.7660 7.0847  -0.077
29 C 4.2654 2.4432 -2.8516  -1.998
30 Cl 2.6050 3.0149 -2.5605  0.513
31 Cl 4.4241 0.7742 -2.2681  0.530
32 Cl 4.6041 2.4985 -4.5878  0.574
33 Cl 5.4004 3.4852 -1.9888  0.588
34 C 3.5472 0.6330 -7.7659  -0.312
35 O 2.8645 -0.5296 -7.6646  -0.292
36 H 2.9733 1.5282 -8.0465  0.085
37 H 4.0560 0.9922 -6.8561  0.028
38 H 4.3720 0.6734 -8.4990  0.082
39 B 1.8889 2.4049 5.1820  -1.211
40 F 0.6319 2.1876 4.5216  0.034
41 F 1.6675 3.0168 6.4358  0.084
42 F 2.5419 1.1619 5.3620  0.071
43 F 2.6915 3.2487 4.3731  0.062
44 N -3.8379 -5.9359 5.8234  0.338
45 H -4.8413 -5.7864 5.7029  0.162
46 H -3.3740 -5.0347 5.9687  0.119
47 H -3.6769 -6.5361 6.6353  0.164
48 H -3.4550 -6.3819 4.9875  0.163
49 O -0.8557 2.0924 -5.4591  -0.247
50 P 0.3282 1.5683 -6.2780  -0.106
51 O -0.1167 1.3283 -7.7194  -0.040
52 O 0.8347 0.2569 -5.6660  -0.390
53 O 1.4511 2.6043 -6.2733  -0.092
54 Be 3.8730 -1.8771 -7.0532  0.941
55 K 0.6289 0.6746 -2.9758  0.608


3.
# C6H9O2

A cluster of 2 separate species, C6H9O2 in total in a non-equilibrium geometry (ωB97M-V with the def2-TZVPD basis set, OMol25).

## Properties
**Kohn-Sham gap**: 0.258 hartree
**Lowest unoccupied orbital energy**: 3.12 eV
**Net charge**: -1
**ΔE to the lowest compared entry with this formula, charge and spin**: 89.8 kcal/mol
**Spin multiplicity**: 1
**E_tot**: -384.402379 Ha

Last column: Löwdin charge in e.
Geometry (Å):
1 O -0.5308 -2.7587 2.2936  -0.114
2 C -0.4651 -2.5473 1.0504  -0.756
3 O 0.1145 -3.2206 0.1822  -0.079
4 C -1.1021 -1.1753 0.6908  -0.141
5 C -0.2167 -0.5024 -0.4195  -0.246
6 C 0.7241 0.6219 0.0659  -0.331
7 C 0.9116 2.7409 -1.0703  -0.071
8 C 0.2999 2.0681 -0.1015  -0.160
9 H -2.1136 -1.3706 0.3182  0.092
10 H -1.2079 -0.5789 1.5984  0.088
11 H 0.3967 -1.3260 -0.7570  0.079
12 H -0.7433 -0.2010 -1.3433  0.098
13 H 1.7033 0.3960 -0.4352  0.101
14 H 0.9933 0.3653 1.1195  0.115
15 H 1.7472 2.3570 -1.6489  0.049
16 H 0.6500 3.6855 -1.5284  0.027
17 H -1.1608 1.4462 -0.0147  0.248


4.
# C18H62FN18O12

A cluster of 13 separate species, C18H62FN18O12 in total in a non-equilibrium geometry (ωB97M-V with the def2-TZVPD basis set, OMol25).

## Properties
**Kohn-Sham gap**: 0.325 hartree
**Lowest unoccupied orbital energy**: 2.06 eV
**Net charge**: -1
**Spin multiplicity**: 1
**E_tot**: -2711.643205 Ha

Last column: Löwdin charge in e.
Geometry (Å):
1 F -1.4484 -0.4393 -1.2172  -0.454
2 C -1.2936 2.3757 -3.1648  -0.829
3 O -0.9772 3.3527 -3.7794  0.030
4 N -2.1952 2.4013 -2.2120  0.186
5 N -0.5835 1.3219 -3.2375  0.184
6 H -2.2984 1.6672 -1.5261  0.064
7 H -2.6352 3.3047 -2.1102  0.124
8 H -0.6777 0.5850 -2.5532  0.059
9 H 0.0887 1.2484 -3.9878  0.130
10 C -4.0140 -1.7836 -3.2901  -0.869
11 O -4.9077 -2.1188 -4.0349  0.038
12 N -3.1050 -0.9517 -3.5735  0.178
13 N -3.8638 -2.1487 -2.0914  0.176
14 H -3.1387 -0.4468 -4.4476  0.134
15 H -2.3394 -0.7968 -2.9332  0.052
16 H -4.5541 -2.7012 -1.6032  0.134
17 H -3.1867 -1.6448 -1.5367  0.065
18 C -0.8293 -1.0398 4.9761  -0.767
19 O -0.5002 -2.2081 4.9644  0.024
20 N -0.9260 -0.3134 3.8753  0.185
21 N -1.2001 -0.4665 6.1029  0.160
22 H -1.3005 0.6208 3.9595  0.089
23 H -0.7250 -0.7760 3.0002  0.073
24 H -1.1114 -0.9662 6.9761  0.121
25 H -1.1677 0.5220 5.8982  0.099
26 C -1.0730 -4.1083 0.6482  -0.786
27 O -1.3815 -5.2392 1.0072  0.005
28 N -1.5843 -3.4312 -0.3456  0.184
29 N -0.2112 -3.4689 1.3384  0.192
30 H -1.3382 -2.4525 -0.3851  0.050
31 H -2.3892 -3.8161 -0.8190  0.104
32 H 0.0614 -3.8731 2.2229  0.121
33 H 0.0589 -2.5091 1.1776  0.050
34 C -1.1705 3.5134 2.0937  -0.807
35 O -0.6519 4.4470 2.6967  0.031
36 N -0.8626 3.1091 0.9422  0.194
37 N -2.1150 2.7696 2.5393  0.171
38 H -0.1078 3.5518 0.4379  0.076
39 H -1.6242 2.8604 0.3272  0.106
40 H -2.4544 2.8075 3.4898  0.115
41 H -2.4624 1.9394 2.0808  0.072
42 C 0.6155 -3.2124 -3.2483  -0.767
43 O 1.5692 -3.8015 -3.7349  0.005
44 N 0.6777 -2.1621 -2.4814  0.200
45 N -0.6138 -3.5290 -3.4629  0.185
46 H -0.1715 -1.8588 -2.0266  0.048
47 H 1.5151 -1.6866 -2.1768  0.067
48 H -1.3370 -2.8751 -3.1994  0.083
49 H -0.7663 -4.3771 -3.9898  0.129
50 C -6.0216 2.0571 -0.8051  -0.776
51 O -6.8204 2.7094 -1.4823  0.004
52 N -5.1240 1.2597 -1.3098  0.166
53 N -5.8358 2.1550 0.4737  0.170
54 H -4.4256 0.7518 -0.7859  0.063
55 H -5.0742 1.1019 -2.3061  0.117
56 H -5.1859 1.4576 0.8074  0.080
57 H -6.3940 2.7668 1.0519  0.122
58 C 3.8317 -0.8222 -3.0191  -0.781
59 O 2.9346 -0.3335 -2.3442  -0.002
60 N 3.8011 -1.9307 -3.6744  0.205
61 N 4.8315 -0.1083 -3.3798  0.169
62 H 2.9850 -2.5233 -3.6197  0.066
63 H 4.6032 -2.1161 -4.2595  0.120
64 H 5.6386 -0.5475 -3.7991  0.111
65 H 4.9222 0.8699 -3.1453  0.124
66 C 0.9394 0.3318 1.0857  -0.137
67 O 0.0941 -0.7786 1.0699  -0.172
68 H 1.9805 0.0155 1.0208  0.069
69 H 0.6841 1.0404 0.2978  0.065
70 H 0.9336 0.8602 2.0390  0.081
71 H -0.3089 -0.8110 0.1992  0.022
72 C -3.4440 -0.6374 1.8373  -0.132
73 O -3.2287 0.3361 0.8590  -0.180
74 H -2.4954 -1.1520 1.9907  0.068
75 H -3.7588 -0.1487 2.7594  0.081
76 H -4.2959 -1.2497 1.5418  0.088
77 H -2.5629 0.0158 0.2460  0.023
78 C 2.7645 -2.6629 4.0367  -0.064
79 C 4.1729 -2.8985 3.4996  -0.452
80 C 4.4053 -2.5310 2.0449  -0.189
81 O 3.7117 -3.4936 1.2570  -0.198
82 C 3.2557 -3.0485 0.0277  -0.115
83 N 5.0275 -2.0558 4.2794  0.022
84 H 2.1243 -3.1545 3.3042  0.062
85 H 2.3990 -1.6377 4.0958  0.075
86 H 2.6284 -3.1075 5.0226  0.081
87 H 4.3473 -3.9587 3.6829  0.146
88 H 5.4718 -2.5912 1.8281  0.119
89 H 4.1053 -1.5071 1.8216  0.121
90 H 2.4205 -2.4435 0.3805  0.072
91 H 2.8381 -3.9362 -0.4474  0.098
92 H 3.9715 -2.5619 -0.6349  0.082
93 H 4.5936 -1.1807 4.5365  0.071
94 H 5.0524 -2.6903 5.0647  0.068
95 C 2.8279 2.7631 -0.1657  -0.008
96 C 1.8127 3.1720 -1.3021  -0.497
97 C 1.5618 4.6015 -1.3664  -0.205
98 O 1.1233 4.9000 -0.0338  -0.238
99 C 1.0172 6.3396 0.1977  -0.054
100 N 2.0959 2.7392 -2.5907  0.058
101 H 2.9890 1.6880 -0.2443  0.049
102 H 2.3631 2.9526 0.8019  0.073
103 H 3.8081 3.2362 -0.2238  0.077
104 H 0.8469 2.7087 -1.1003  0.105
105 H 0.8479 4.7988 -2.1661  0.131
106 H 2.5260 5.0684 -1.5677  0.131
107 H 0.2014 6.7186 -0.4179  0.087
108 H 1.9849 6.8185 0.0487  0.083
109 H 0.6943 6.4952 1.2271  0.077
110 H 2.2051 1.7368 -2.6479  0.041
111 H 1.3083 2.9572 -3.1842  0.048


5.
# C3H13NO4

A cluster of 3 separate species, C3H13NO4 in total in a non-equilibrium geometry (ωB97M-V with the def2-TZVPD basis set, OMol25).

## Properties
**Kohn-Sham gap**: 0.358 hartree
**Lowest unoccupied orbital energy**: 0.48 eV
**Net charge**: 0
**Structure (SMILES)**: OCCNCO.O.O
**ΔE to the lowest compared entry with this formula, charge and spin**: 48.0 kcal/mol
**Spin multiplicity**: 1
**E_tot**: -477.780979 Ha

Last column: Löwdin charge in e.
Geometry (Å):
1 O -1.5380 -2.5939 -0.2892  -0.090
2 C -0.1427 -2.2720 -0.5239  -0.223
3 C 0.2938 -1.2637 0.5222  -0.207
4 N -0.3530 0.0276 0.2750  -0.040
5 C -0.9236 0.7260 1.3688  -0.299
6 O -0.1823 1.8768 1.7794  -0.059
7 H -1.9948 -1.7563 -0.1481  0.068
8 H 0.3023 -3.2624 -0.4880  0.118
9 H -0.1253 -1.8459 -1.5279  0.097
10 H -0.0512 -1.6415 1.4861  0.115
11 H 1.3882 -1.1879 0.6027  0.116
12 H 0.1837 0.5779 -0.3850  0.070
13 H -1.9641 1.0311 1.2153  0.117
14 H -1.0846 0.0805 2.2477  0.123
15 H 0.4989 1.5824 2.3925  0.087
16 O 1.2597 2.8807 -0.7191  -0.057
17 H 1.4576 2.5404 0.1573  0.018
18 H 0.3017 2.9944 -0.6861  0.045
19 O 0.5078 0.5393 -2.5113  -0.057
20 H 1.1912 1.2149 -2.5520  0.033
21 H 0.9747 -0.2485 -2.2164  0.022


6.
# C3H3NO2

An isolated molecule of C3H3NO2 in a non-equilibrium geometry (ωB97M-V with the def2-TZVPD basis set, OMol25).

## Properties
**Kohn-Sham gap**: 0.422 hartree
**Lowest unoccupied orbital energy**: 0.13 eV
**Net charge**: 0
**Structure (SMILES)**: N#C[C@H](O)C=O
**ΔE to the lowest compared entry with this formula, charge and spin**: 39.6 kcal/mol
**Spin multiplicity**: 1
**E_tot**: -321.314505 Ha

Last column: Löwdin charge in e.
Geometry (Å):
1 N -0.3468 -0.1337 -2.5879  0.169
2 C -0.4002 0.0689 -1.4510  -0.146
3 C -0.4462 0.2832 0.0172  -0.354
4 O 0.0296 1.5289 0.3948  0.010
5 C 0.3778 -0.8383 0.6617  -0.173
6 O 1.3355 -0.5683 1.3400  0.091
7 H -1.4932 0.1642 0.3338  0.161
8 H 0.8875 1.3697 0.8281  0.100
9 H 0.0560 -1.8747 0.4634  0.141


7.
# C5H3ClN4O2

An isolated molecule of C5H3ClN4O2 in a non-equilibrium geometry (ωB97M-V with the def2-TZVPD basis set, OMol25).

## Properties
**Kohn-Sham gap (spin up / spin down)**: 0.303 / 0.303 hartree
**Lowest unoccupied orbital energy (spin up / spin down)**: -1.44 / -1.44 eV
**Net charge**: 0
**Structure (SMILES)**: N#C\C=N/C=C(Cl)\C=N\[N+](=O)[O-]
**ΔE to the lowest compared entry with this formula, charge and spin**: 36.9 kcal/mol
**Spin multiplicity**: 1
**E_tot**: -1021.790774 Ha

Last column: Löwdin charge in e.
Geometry (Å):
1 N -0.2938 2.8883 1.7074  0.184
2 C 0.3884 1.9879 1.3815  -0.145
3 C 1.2907 0.8897 1.0852  -0.119
4 N 1.2346 -0.3580 1.2832  0.086
5 C 0.3440 -1.3140 1.4105  -0.164
6 C -0.4812 -1.6263 0.4089  -0.539
7 Cl -1.4720 -3.1757 0.5409  0.583
8 C -0.5852 -0.9722 -0.8383  -0.136
9 N -0.1598 0.1676 -1.1519  0.134
10 N -0.5139 0.9593 -2.1771  -0.439
11 O -1.7048 1.2066 -2.2982  0.070
12 O 0.3337 1.5781 -2.8187  0.054
13 H 2.2974 1.2033 0.5893  0.162
14 H 0.3762 -1.8190 2.4188  0.158
15 H -1.0544 -1.6158 -1.5416  0.110